This record from OMol25 describes an isolated molecule of C25H30N4O5S in a non-equilibrium geometry. The level of theory is wB97M-V/def2-TZVPD.

Its LUMO energy is -0.02 eV. The energy relative to the best compared isomer or geometry (same formula, charge and spin) comes out at 326.4 kJ/mol. For the HOMO energy, the calculation gives -0.2821 Eh. As for the total energy: -1964.00483 a.u. The multiplicity is 1. Its structure (SMILES) is CC[C@@H](C)NC(=O)CSc1nnc(-c2ccc(OC)c(OC)c2)c(-c2ccc(OC)c(OC)c2)n1.

Last column: natural (NBO) charge in e.
Positions of all 65 atoms, in Å:
C: 3.3426 1.8132 2.2123  -0.61
C: 3.3791 0.3349 1.8481  -0.41
C: 4.5675 -0.0254 0.9463  -0.06
C: 5.8820 -0.1035 1.7162  -0.61
N: 4.3199 -1.2927 0.2859  -0.62
C: 4.0334 -1.3883 -1.0208  0.70
O: 4.1149 -0.4713 -1.8113  -0.65
C: 3.6810 -2.7893 -1.5103  -0.62
S: 2.7479 -3.8215 -0.3373  0.28
C: 1.3521 -2.8048 -0.0768  0.21
N: 0.3393 -3.3215 0.6142  -0.25
N: -0.7842 -2.6863 0.5433  -0.17
C: -0.9051 -1.5022 -0.0375  0.11
C: -2.2461 -0.9955 -0.2766  -0.12
C: -2.5128 -0.0861 -1.2959  -0.18
C: -3.8073 0.3328 -1.5050  -0.24
C: -4.8714 -0.1209 -0.7255  0.28
O: -6.0714 0.4141 -1.0719  -0.49
C: -7.2647 0.0578 -0.4104  -0.24
C: -4.6075 -1.0549 0.2983  0.22
O: -5.6571 -1.5095 1.0562  -0.51
C: -5.4011 -2.4693 2.0525  -0.25
C: -3.3032 -1.4754 0.4967  -0.21
C: 0.3049 -0.8084 -0.3477  0.25
C: 0.4510 0.6383 -0.3972  -0.16
C: 1.4650 1.2171 -1.1545  -0.13
C: 1.6208 2.5882 -1.1585  -0.31
C: 0.8010 3.4247 -0.4071  0.25
O: 0.9552 4.7846 -0.3713  -0.51
C: 1.9690 5.3742 -1.1478  -0.25
C: -0.2262 2.8446 0.3674  0.25
O: -1.1065 3.4877 1.1849  -0.50
C: -1.2586 4.8891 1.1466  -0.24
C: -0.3804 1.4659 0.3535  -0.16
N: 1.3996 -1.5450 -0.4716  -0.47
H: 2.4546 2.0306 2.8009  0.22
H: 3.3081 2.4192 1.3100  0.21
H: 4.2166 2.0986 2.7924  0.20
H: 3.4155 -0.2711 2.7568  0.19
H: 2.4616 0.0869 1.3122  0.22
H: 4.6464 0.7132 0.1418  0.23
H: 6.1083 0.8537 2.1760  0.21
H: 6.6957 -0.3647 1.0442  0.22
H: 5.8188 -0.8586 2.4975  0.20
H: 4.1686 -2.0989 0.8754  0.40
H: 4.5986 -3.3450 -1.7095  0.25
H: 3.1113 -2.7030 -2.4354  0.25
H: -1.7187 0.2764 -1.9294  0.22
H: -4.0403 1.0336 -2.2908  0.23
H: -8.0443 0.6377 -0.9045  0.19
H: -7.4824 -1.0069 -0.5141  0.18
H: -7.2334 0.3183 0.6493  0.18
H: -4.9759 -3.3851 1.6310  0.18
H: -6.3718 -2.6911 2.4941  0.20
H: -4.7324 -2.0794 2.8262  0.18
H: -3.0635 -2.1910 1.2651  0.24
H: 2.1331 0.5996 -1.7315  0.25
H: 2.4140 3.0066 -1.7562  0.23
H: 2.9630 5.0349 -0.8400  0.18
H: 1.8837 6.4450 -0.9680  0.20
H: 1.8289 5.1747 -2.2147  0.18
H: -0.3750 5.4053 1.5271  0.18
H: -2.1088 5.0977 1.7960  0.19
H: -1.4785 5.2435 0.1374  0.18
H: -1.1605 1.0531 0.9732  0.23